[1]
Computed, not measured: one molecule with the formula C25H36N4O2, with wB97M-V/def2-TZVPD.

The geometry in XYZ format:
```
67
Properties=species:S:1:pos:R:3:forces:R:3:lowdin_charge:R:1
O -1.6709 -2.3834 2.8865 0.0 0.1 0.4 0.05
C -1.9596 -2.4384 1.7032 -0.4 0.1 0.0 -0.46
C -3.1147 -1.6399 1.1322 0.1 0.1 0.0 -0.08
C -2.6064 -0.2665 0.6686 0.0 0.0 0.2 -0.14
C -2.1950 0.6233 1.8492 0.2 0.1 0.0 -0.28
C -3.3813 1.3824 2.4547 0.0 -0.1 -0.2 -0.15
C -3.8674 2.5031 1.5368 0.2 0.1 0.2 -0.16
C -2.7045 3.4111 1.1447 -0.4 0.2 -0.2 -0.14
N -1.6420 2.6306 0.5416 -0.1 0.1 0.3 -0.04
C -1.3171 2.8386 -0.7528 0.2 -0.2 -0.3 -0.46
O -1.8743 3.6934 -1.4197 -0.1 0.2 -0.3 0.05
C -0.2163 1.9752 -1.3666 0.0 0.0 -0.1 -0.05
C 1.1279 2.1345 -0.7106 0.0 0.0 -0.2 -0.25
C 1.8714 1.0926 -0.3603 0.1 -0.1 0.1 -0.07
C 3.2252 1.1983 0.2715 0.1 0.1 -0.1 -0.19
C 3.8121 2.5961 0.1047 -0.1 -0.1 0.3 -0.20
C 2.7578 3.6382 0.4593 0.1 0.1 -0.3 -0.19
C 1.5968 3.5504 -0.5262 0.1 0.0 0.2 -0.14
C -1.1120 1.6311 1.4362 0.0 -0.5 0.2 -0.11
N -1.2352 -3.1835 0.8337 0.4 -0.2 -0.1 -0.04
C -1.4965 -3.2950 -0.5908 -0.2 0.0 -0.4 -0.12
C -0.3274 -4.0029 -1.2813 -0.3 0.0 -0.1 -0.14
N 0.9305 -3.4381 -0.8626 -0.2 0.0 0.2 -0.07
C 1.6937 -2.7191 -1.7349 0.2 0.1 -0.3 -0.30
C 2.9517 -2.2057 -1.3710 0.0 0.0 0.1 -0.03
C 3.6761 -1.5123 -2.3157 -0.2 0.0 -0.1 -0.09
C 3.1513 -1.3316 -3.5902 0.1 0.1 0.0 -0.08
C 1.9114 -1.8819 -3.8535 0.2 0.2 -0.1 -0.15
N 1.2008 -2.5542 -2.9659 -0.2 -0.1 0.2 0.11
C 1.1783 -3.4180 0.5646 0.1 -0.1 0.2 -0.13
C -0.0669 -3.8902 1.3150 0.3 0.0 0.2 -0.12
H -3.8443 -1.5039 1.9313 0.0 -0.1 0.0 0.12
H -3.5939 -2.1673 0.3088 0.0 0.0 0.0 0.11
H -3.3809 0.2215 0.0762 0.0 0.0 -0.1 0.12
H -1.7413 -0.4106 0.0178 0.0 0.0 -0.1 0.10
H -1.7645 -0.0220 2.6213 0.0 0.1 0.0 0.13
H -4.1995 0.6917 2.6642 0.0 0.0 0.1 0.11
H -3.0657 1.8164 3.4064 0.0 0.0 0.1 0.12
H -4.3128 2.0888 0.6312 -0.1 0.0 0.0 0.11
H -4.6329 3.0927 2.0432 -0.1 0.0 0.0 0.11
H -3.0211 4.1608 0.4180 0.1 -0.1 0.2 0.12
H -2.3075 3.9157 2.0340 0.0 0.0 0.0 0.13
H -0.5197 0.9265 -1.3696 0.0 0.0 0.0 0.11
H -0.1429 2.3032 -2.4078 -0.1 0.0 0.1 0.13
H 1.5080 0.0840 -0.5207 -0.2 -0.1 0.0 0.10
H 3.1373 0.9584 1.3378 0.1 -0.1 0.0 0.12
H 3.8892 0.4522 -0.1708 0.0 0.0 0.1 0.09
H 4.1214 2.7382 -0.9327 0.1 0.0 -0.1 0.12
H 4.6931 2.7102 0.7394 0.0 0.0 -0.1 0.11
H 2.3929 3.4500 1.4716 0.0 0.0 0.1 0.12
H 3.1888 4.6407 0.4371 0.0 0.0 0.1 0.11
H 1.9080 3.9411 -1.5006 -0.1 0.1 0.0 0.13
H 0.7638 4.1715 -0.1887 0.0 0.1 -0.1 0.12
H -0.2692 1.1193 0.9783 -0.1 0.0 0.1 0.11
H -0.7463 2.1434 2.3362 0.1 0.0 0.0 0.14
H -2.4197 -3.8604 -0.7708 0.1 0.1 -0.1 0.13
H -1.6075 -2.3004 -1.0315 0.0 -0.1 0.0 0.12
H -0.4010 -3.8678 -2.3606 -0.1 -0.1 0.2 0.11
H -0.3403 -5.0745 -1.0545 -0.1 0.1 -0.1 0.12
H 3.3518 -2.3663 -0.3833 0.0 0.0 0.1 0.10
H 4.6514 -1.1175 -2.0675 0.1 0.0 0.0 0.11
H 3.6926 -0.7902 -4.3485 0.0 0.0 -0.1 0.09
H 1.4482 -1.7853 -4.8274 0.1 0.1 -0.1 0.11
H 1.4182 -2.3953 0.8819 0.0 -0.1 0.0 0.12
H 2.0259 -4.0669 0.8236 0.0 0.1 0.1 0.13
H -0.2058 -4.9694 1.1969 0.0 0.1 0.1 0.13
H 0.0288 -3.6666 2.3793 0.0 -0.1 -0.2 0.12
```
Forces are in eV/Å.

Calculated values
**Highest occupied orbital energy**: -8.125 eV
**Multiplicity**: 1
**SMILES**: O=C(CC[C@@H]1CCCN(C(=O)CC2=CCCCC2)C1)N1CCN(c2ccccn2)CC1
**ΔE to the lowest compared entry with this formula, charge and spin**: 27.1 kcal per mole



[2]
Computed, not measured: C25H37BaCl3GeN3Si2Te as an isolated structure, with wB97M-V/def2-TZVPD.

The geometry in XYZ format:
```
73
Properties=species:S:1:pos:R:3:forces:R:3:lowdin_charge:R:1
Ba 0.0885 0.4233 -1.2419 0.2 0.2 -0.4 1.52
C 3.4107 -0.0418 -2.0680 -0.2 0.1 -0.1 -0.05
C 3.5100 0.0058 -0.5729 0.0 -0.1 0.2 -0.33
C 4.7518 -0.0313 0.0428 0.0 0.0 0.0 0.01
C 4.8167 0.0282 1.4232 0.0 0.0 -0.1 0.00
C 3.6404 0.1140 2.1474 -0.1 0.0 0.0 0.02
C 2.4241 0.1246 1.4766 0.0 0.0 0.1 -0.21
N 2.3681 0.0768 0.1367 0.2 -0.1 -0.1 -0.03
C 1.1226 0.1891 2.2192 0.2 0.0 0.1 -0.21
C 1.1078 0.1620 3.6093 0.0 0.0 0.0 0.02
C -0.1018 0.2236 4.2739 0.0 0.0 -0.1 0.01
C -1.2674 0.2987 3.5346 0.0 0.0 0.0 0.02
C -1.1908 0.3042 2.1478 -0.2 -0.1 0.1 -0.22
N -0.0125 0.2509 1.5067 0.0 0.0 -0.1 -0.01
C -2.4404 0.3259 1.3207 0.0 0.0 0.0 -0.23
C -3.7019 0.3608 1.9043 0.1 0.0 0.1 0.00
C -4.8256 0.3415 1.0984 0.0 0.0 -0.1 0.00
C -4.6665 0.2850 -0.2762 0.0 0.0 0.1 0.01
C -3.3844 0.2610 -0.7995 -0.1 -0.1 0.2 -0.35
C -3.1723 0.1858 -2.2808 0.2 0.1 -0.1 -0.05
N -2.2950 0.2837 -0.0126 -0.2 -0.1 0.0 -0.04
H 4.3940 0.0185 -2.5268 0.0 0.0 0.0 0.10
H 2.8451 0.8180 -2.4473 0.0 0.0 0.0 0.04
H 2.9445 -0.9696 -2.4088 0.0 0.0 0.0 0.05
H 5.6435 -0.0980 -0.5642 0.0 0.0 0.0 0.13
H 5.7691 0.0146 1.9354 0.0 0.0 0.0 0.13
H 3.6908 0.1731 3.2223 0.0 0.0 0.0 0.11
H 2.0217 0.0892 4.1753 0.0 0.0 0.0 0.11
H -0.1363 0.2101 5.3545 0.0 0.0 0.0 0.13
H -2.2167 0.3450 4.0425 0.0 0.0 0.0 0.12
H -3.8238 0.3976 2.9749 0.0 0.0 0.0 0.11
H -5.8117 0.3653 1.5420 0.0 0.0 0.0 0.13
H -5.5156 0.2588 -0.9444 0.0 0.0 0.0 0.13
H -4.1174 0.2218 -2.8160 0.0 0.0 0.0 0.10
H -2.6787 -0.7486 -2.5678 0.0 0.0 0.0 0.08
H -2.5810 1.0389 -2.6401 -0.1 -0.1 0.0 0.07
C 3.3794 3.6340 -1.6621 0.0 0.1 0.0 -0.19
Si 2.6955 5.3638 -1.3307 0.0 0.1 0.0 0.40
C 3.2303 6.5723 -2.6494 0.0 -0.1 0.1 -0.17
C 3.1733 5.9318 0.3882 0.0 -0.1 -0.1 -0.18
C 0.8005 5.2152 -1.4036 0.0 0.0 0.0 -0.57
Te 0.0934 3.7159 -0.0682 0.0 -0.1 0.0 1.12
C -2.0141 4.0646 -0.2978 0.0 0.1 0.0 -0.57
Si -2.7241 5.0293 1.1757 0.0 0.0 0.0 0.40
C -4.5450 5.3129 0.8458 0.1 0.0 0.0 -0.17
C -1.7883 6.6401 1.3510 -0.1 -0.1 0.0 -0.18
C -2.4777 3.9435 2.6931 -0.1 0.0 -0.1 -0.18
H 4.4714 3.6417 -1.6835 0.0 0.0 0.0 0.05
H 3.0357 3.2532 -2.6280 0.0 0.0 0.0 0.03
H 3.0755 2.9296 -0.8799 0.0 0.0 0.0 -0.01
H 4.3153 6.6962 -2.6463 0.0 0.0 0.0 0.04
H 2.7910 7.5572 -2.4810 0.0 0.0 0.0 0.04
H 2.9365 6.2439 -3.6480 0.0 0.0 0.0 0.04
H 4.2560 6.0440 0.4755 0.0 0.0 0.0 0.04
H 2.8511 5.2282 1.1592 0.0 0.0 0.0 0.02
H 2.7287 6.9018 0.6195 0.0 0.0 0.0 0.04
H 0.4392 4.9840 -2.4054 0.0 0.0 0.0 0.02
H 0.3355 6.1469 -1.0769 0.0 0.0 0.0 0.02
H -2.5079 3.0963 -0.4077 0.0 0.0 0.0 -0.02
H -2.1221 4.5992 -1.2435 0.0 0.0 0.0 0.02
H -4.6976 5.9160 -0.0515 0.0 0.0 0.0 0.04
H -5.0133 5.8434 1.6774 0.0 0.0 0.0 0.04
H -5.0853 4.3730 0.7104 0.0 0.0 0.0 0.03
H -1.8886 7.2674 0.4626 0.0 0.0 0.0 0.04
H -0.7244 6.4799 1.5426 0.0 0.0 0.0 0.02
H -2.1828 7.2125 2.1933 0.0 0.0 0.0 0.04
H -3.0138 2.9936 2.5893 0.0 0.1 0.0 0.01
H -2.8601 4.4407 3.5868 0.0 0.0 0.0 0.04
H -1.4216 3.7260 2.8680 0.0 0.0 0.0 0.02
Cl -2.2081 -3.5478 -0.1013 0.0 0.0 0.0 0.19
Ge -0.2094 -2.8366 0.0466 0.0 -0.1 0.1 -0.23
Cl 0.9742 -3.9427 1.4044 0.0 0.0 0.0 0.20
Cl 0.7405 -2.8669 -1.9377 -0.2 0.1 0.1 0.09
```
Forces are in eV/Å.

Calculated values
**Highest occupied orbital energy (alpha / beta)**: -13.248 / -13.249 eV
**Multiplicity**: 2
**Total charge**: +2
**<S²>**: 0.753



[3]
Computed, not measured: C25H37BeBr3ClFKN4O10S4 as an isolated structure, with wB97M-V/def2-TZVPD.

The geometry in XYZ format:
```
87
Properties=species:S:1:pos:R:3:forces:R:3:lowdin_charge:R:1
O 3.9620 -3.0992 1.2893 5.9 2.2 -0.9 -0.35
S 5.5026 -2.7911 1.4344 -4.1 -7.3 3.6 0.82
O 6.0447 -3.8970 2.4021 -0.4 4.6 -4.4 -0.40
F 6.3376 -2.9337 -0.0849 -1.4 0.9 2.7 -0.27
N 5.7748 -1.1881 2.1630 -1.4 -0.3 -1.1 -0.60
S 5.3049 -1.4081 3.8362 0.9 0.5 0.5 0.72
C 4.8218 -0.2872 1.4054 -0.6 1.0 -1.6 -0.32
C 5.1150 1.3178 1.5576 -0.9 -0.3 0.7 -0.26
C 3.9870 2.0426 2.5563 1.6 -1.1 0.9 -0.43
S 2.5038 2.5709 1.5406 -1.0 -0.4 0.6 0.72
C 0.8968 1.8826 2.2134 -1.6 -1.9 1.5 -1.00
S -0.3685 2.8172 2.9181 2.7 -1.5 -1.5 0.56
N 0.6480 0.3851 2.1267 -0.1 -2.1 0.5 -0.23
C 0.8621 -0.5348 0.9441 -0.6 -4.0 2.4 -0.28
C 0.4714 -2.0396 1.4716 0.1 4.8 1.8 0.01
N -0.0051 -1.9930 2.9263 2.0 6.7 -3.9 0.03
C 0.1147 -0.5092 3.2585 0.3 -2.2 -2.2 -0.20
H 3.9033 -1.3218 4.0007 -0.1 0.1 -0.6 -0.28
H 4.9561 -0.5656 0.2525 -0.3 0.6 2.3 0.11
H 3.7127 -0.5216 1.6967 2.0 0.4 -0.6 0.11
H 4.9271 1.7956 0.4850 0.5 -0.9 2.6 -0.17
H 6.2188 1.5904 1.8423 -2.2 -0.7 -0.4 0.14
H 4.4774 2.9989 3.0310 -1.3 -1.8 -1.0 0.09
H 3.6732 1.3038 3.4246 0.5 1.4 -1.7 0.07
H 1.2323 -0.2439 -0.1330 0.1 -0.9 3.2 0.05
H 0.5283 -3.0307 0.8500 -0.4 2.2 1.1 0.11
H -0.1578 0.0079 4.2745 0.6 -1.3 -2.4 0.08
Be 4.8315 1.9834 -1.1449 -0.1 0.2 -1.4 0.38
C -1.1618 2.1194 -1.8756 0.2 -0.5 0.9 -1.64
Br -0.6101 0.9621 -0.4125 -0.9 0.2 -1.2 0.84
Br 0.0425 1.9864 -3.3974 -0.3 0.3 0.2 0.64
Br -3.0123 1.8071 -2.3874 0.0 0.1 0.0 0.68
H -1.1010 3.1494 -1.5088 1.0 -3.7 0.9 -0.19
N -3.1633 2.6897 -5.8036 0.1 0.1 -0.1 -0.02
C -2.6205 1.7396 -6.6289 0.1 -0.1 -0.1 -0.13
C -3.3120 1.7647 -7.8194 0.3 -0.1 0.2 -0.11
C -4.3030 2.7693 -7.7104 -0.2 0.3 0.2 -0.11
C -4.1866 3.3263 -6.4565 -0.1 0.1 -0.1 -0.15
H -2.8563 2.8904 -4.8607 -0.2 -0.3 -0.4 0.04
H -1.7919 1.1276 -6.2987 -0.2 0.1 -0.1 0.10
H -3.1224 1.1289 -8.6745 0.0 0.1 0.2 0.10
H -5.0235 3.0561 -8.4655 0.1 0.0 0.2 0.09
H -4.7438 4.1181 -5.9739 0.0 -0.1 -0.1 0.10
C -3.8955 -1.1052 3.7857 0.2 -0.1 0.1 -0.16
O -3.7241 -0.4894 2.5224 0.3 0.6 -0.5 -0.15
H -4.8273 -1.6755 3.7795 0.2 0.1 -0.1 0.06
H -3.0586 -1.7806 3.9794 -0.1 -0.1 0.2 0.08
H -3.9456 -0.3379 4.5622 -0.1 -0.2 0.2 0.08
H -2.8900 0.0089 2.5582 -0.4 -0.4 -0.1 0.05
C -2.0770 -5.2675 -0.5080 -0.7 -0.7 0.3 -0.08
C -1.5772 -4.3320 -1.6212 0.6 -1.5 -0.1 -0.68
C -1.2216 -5.1659 -2.8636 -0.4 -0.6 -0.7 -0.10
O -0.4710 -3.7479 -1.1947 0.8 1.6 0.5 -0.18
H -1.3261 -6.0144 -0.2181 0.1 0.3 -0.2 0.08
H -2.3573 -4.7061 0.3923 0.1 0.0 -0.3 0.07
H -2.9672 -5.8139 -0.8414 0.0 0.1 0.1 0.05
H -2.4427 -3.7187 -1.9094 -0.2 0.7 0.0 0.11
H -0.4393 -5.9092 -2.6609 -0.1 0.3 0.2 0.07
H -0.8755 -4.5305 -3.6886 0.0 0.0 0.3 0.06
H -2.1034 -5.7116 -3.2204 -0.1 0.0 -0.1 0.06
Cl 2.2765 -0.7975 5.0433 0.4 0.3 0.0 -0.21
C -6.9883 -4.4315 0.6608 -0.1 0.2 0.0 -0.09
C -6.2105 -5.2977 -0.3082 0.0 -0.1 0.4 -0.33
O -5.0357 -5.7917 0.3179 -0.1 -0.3 0.2 -0.10
H -6.3751 -3.5915 1.0034 -0.1 -0.1 -0.1 0.08
H -7.8949 -4.0391 0.1919 0.0 0.0 0.1 0.07
H -7.2707 -5.0034 1.5508 -0.1 0.0 -0.1 0.07
H -5.9114 -4.7168 -1.1858 0.2 -0.2 0.1 0.11
H -6.8124 -6.1472 -0.6454 -0.2 0.1 -0.2 0.10
H -5.3125 -6.3130 1.0910 0.2 0.3 -0.4 0.09
C 7.2615 6.0073 -0.3462 0.3 0.3 -0.1 0.03
C 7.6933 7.2059 -0.7502 0.1 -0.4 0.1 0.02
C 6.7683 8.3487 -0.8828 0.3 0.8 -0.3 -0.39
O 7.1623 9.4456 -1.2545 -0.3 -0.7 0.2 0.10
C 5.3487 8.1162 -0.5504 -0.4 -0.3 0.1 0.02
C 4.9169 6.9176 -0.1464 -0.1 0.4 -0.1 0.03
C 5.8419 5.7748 -0.0137 -0.2 -0.8 0.3 -0.38
O 5.4479 4.6779 0.3579 0.2 0.7 -0.2 0.02
H 7.9266 5.1585 -0.2442 -0.1 0.0 0.0 0.13
H 8.7316 7.3926 -0.9970 0.0 0.0 0.0 0.12
H 4.6837 8.9650 -0.6523 0.1 0.0 0.0 0.12
H 3.8786 6.7308 0.1005 0.0 0.0 0.0 0.12
C -6.8565 -2.9422 5.7246 0.4 0.3 0.4 -1.00
O -5.9372 -2.4520 6.3619 0.8 0.4 0.5 0.17
O -8.0577 -2.7386 5.9353 -1.9 0.6 0.6 0.21
O -6.7281 -3.7178 4.7704 0.6 -1.3 -1.6 0.21
K -1.6577 4.5699 -2.2508 -1.2 4.1 -1.6 0.83
```
Forces are in eV/Å.

Calculated values
**Highest occupied orbital energy**: -3.582 eV
**Multiplicity**: 1
**Total charge**: -1